# 1
C19H43OP3SSc | wB97M-V/def2-TZVPD

Values from the calculation:
- Largest force on an atom: 2.5 eV/Å
- Total charge: +3
- Gap between HOMO and LUMO: 5.94 eV

```
68
C19H43OP3SSc, DFT wB97M-V/def2-TZVPD
Sc -0.29 -0.49 0.25
P 1.63 0.75 2.20
P -0.99 1.94 -0.36
P 2.05 -0.54 -1.05
H -1.85 -2.66 0.83
C -0.77 -2.84 0.68
C 0.16 -2.62 1.69
H -0.20 -2.49 2.72
C 1.30 1.15 3.98
C 2.42 2.41 1.82
C 3.18 -0.20 2.51
C -2.52 1.87 -1.38
C -1.44 3.27 0.84
C 0.20 3.02 -1.24
C 3.07 -1.97 -0.59
C 3.42 0.67 -1.09
C 1.76 -0.74 -2.88
H -0.55 -3.43 -0.22
H 1.23 -2.87 1.65
H 1.20 0.23 4.57
H 0.40 1.76 4.10
H 2.15 1.72 4.41
H 1.63 3.18 1.74
H 3.00 2.37 0.88
H 3.10 2.68 2.64
H 2.91 -1.18 2.90
H 3.79 0.31 3.27
H 3.78 -0.31 1.60
H -2.80 2.93 -1.57
H -3.30 1.37 -0.78
H -2.41 1.33 -2.34
H -1.63 4.21 0.30
H -0.59 3.42 1.52
H -2.31 3.04 1.46
H -0.36 3.93 -1.52
H 0.59 2.51 -2.13
H 1.03 3.29 -0.57
H 3.71 -2.22 -1.44
H 2.43 -2.82 -0.32
H 3.71 -1.74 0.27
H 4.08 0.41 -1.93
H 4.01 0.66 -0.18
H 3.06 1.69 -1.24
H 2.72 -0.92 -3.39
H 1.31 0.20 -3.25
H 1.11 -1.62 -3.15
C -1.93 -1.80 -2.76
C -2.99 -1.23 -3.46
C -3.20 -1.62 -4.80
C -2.37 -2.60 -5.39
C -1.42 -3.26 -4.61
C -1.31 -2.96 -3.22
O -1.45 -1.07 -1.62
H -1.76 -0.09 -1.76
H -3.70 -0.63 -2.85
H -4.05 -1.22 -5.35
H -2.57 -2.87 -6.45
H -0.80 -4.05 -5.05
H -0.79 -3.63 -2.52
C -1.40 -0.73 4.23
S -1.78 -0.01 2.59
C -2.96 1.25 3.20
H -0.53 -1.38 4.14
H -2.29 -1.30 4.55
H -1.21 0.07 4.96
H -3.75 0.74 3.78
H -2.44 1.97 3.84
H -3.41 1.74 2.32
```

# 2
C19H43OP3SY | wB97M-V/def2-TZVPD

Values from the calculation:
- Largest force on an atom: 2.3 eV/Å
- Total charge: +3
- Gap between HOMO and LUMO (spin up / spin down): 4.66 / 5.42 eV

```
68
C19H43OP3SY, DFT wB97M-V/def2-TZVPD
Y 0.40 -0.87 0.43
P 1.54 1.48 1.90
P -1.43 0.03 2.37
P 2.23 0.56 -1.30
H -5.60 -1.39 -3.85
C -4.97 -2.06 -4.44
C -4.34 -3.14 -3.96
H -4.59 -3.69 -3.05
C 1.02 3.14 1.36
C 1.25 1.63 3.71
C 3.37 1.62 1.94
C -2.85 -0.95 1.77
C -1.56 -0.24 4.18
C -2.10 1.74 2.22
C 1.83 -0.35 -2.84
C 4.08 0.51 -1.31
C 1.97 2.30 -1.83
H -4.91 -1.79 -5.49
H -3.55 -3.58 -4.57
H 1.50 3.88 2.00
H -0.06 3.22 1.43
H 1.30 3.30 0.31
H 1.73 2.56 4.04
H 1.70 0.78 4.24
H 0.18 1.67 3.94
H 3.63 2.69 1.92
H 3.85 1.12 1.08
H 3.76 1.17 2.86
H -3.64 -0.92 2.52
H -2.55 -1.99 1.59
H -3.21 -0.54 0.82
H -2.43 0.31 4.57
H -0.65 0.07 4.71
H -1.69 -1.32 4.36
H -3.06 1.80 2.73
H -2.23 1.97 1.16
H -1.42 2.49 2.65
H 2.63 -0.15 -3.56
H 0.86 -0.03 -3.22
H 1.78 -1.43 -2.64
H 4.42 0.30 -2.33
H 4.43 -0.28 -0.63
H 4.49 1.47 -0.98
H 2.20 2.41 -2.90
H 2.61 2.98 -1.25
H 0.92 2.57 -1.66
C -1.99 -0.73 -1.97
C -2.65 0.49 -2.17
C -2.96 0.84 -3.49
C -2.50 0.03 -4.56
C -2.08 -1.27 -4.30
C -2.01 -1.72 -3.00
O -1.18 -0.98 -0.95
H -0.34 0.94 -0.18
H -2.84 1.16 -1.30
H -3.51 1.75 -3.65
H -2.58 0.37 -5.60
H -1.93 -1.91 -5.18
H -1.84 -2.76 -2.70
C 3.06 -3.18 1.59
S 2.88 -1.43 1.92
C 2.62 -1.51 3.72
H 2.70 -3.38 0.57
H 2.45 -3.70 2.33
H 4.12 -3.42 1.69
H 1.57 -1.29 3.97
H 2.86 -2.53 4.02
H 3.30 -0.80 4.22
```

# 3
C19H44CuN8O11 | wB97M-V/def2-TZVPD

Values from the calculation:
- 2S+1: 2
- Largest force on an atom: 2.5 eV/Å
- Gap between HOMO and LUMO (spin up / spin down): 9.13 / 6.73 eV

```
83
C19H44CuN8O11, DFT wB97M-V/def2-TZVPD
Cu 11.19 -3.27 24.06
C 9.23 -1.87 25.04
O 8.19 -1.35 25.48
O 9.69 -1.69 23.83
O 10.01 -2.67 25.71
C 12.36 0.77 21.82
C 12.34 -0.70 21.45
O 12.04 -1.56 22.26
N 12.69 -0.98 20.18
C 12.41 -2.27 19.57
H 13.32 1.19 21.50
H 12.29 0.90 22.90
H 11.56 1.33 21.35
H 12.95 -0.24 19.55
H 12.68 -3.08 20.23
H 12.92 -2.34 18.61
H 11.36 -2.36 19.25
C 9.07 0.11 18.42
C 8.19 -0.57 19.44
O 7.51 -1.56 19.20
N 8.06 0.11 20.61
C 7.09 -0.14 21.67
H 9.61 -0.62 17.82
H 9.76 0.83 18.84
H 8.37 0.58 17.72
H 8.74 0.83 20.78
H 6.66 0.78 22.04
H 7.59 -0.73 22.45
H 6.30 -0.79 21.29
O 12.90 -2.63 25.30
C 13.23 -1.57 25.83
N 12.32 -0.86 26.52
C 14.61 -0.99 25.68
H 12.57 -0.19 27.23
H 11.42 -1.32 26.67
H 14.97 -1.29 24.70
H 15.26 -1.52 26.39
H 14.62 0.07 25.88
O 5.91 1.82 28.52
C 6.49 1.30 27.58
N 7.34 0.24 27.75
C 6.41 1.88 26.18
H 7.32 -0.15 28.68
H 7.59 -0.34 26.95
H 7.28 1.64 25.57
H 6.45 2.96 26.33
H 5.51 1.55 25.66
O 10.92 3.23 23.79
C 10.25 2.27 24.11
N 9.30 1.73 23.28
C 10.40 1.54 25.41
H 8.91 2.31 22.57
H 8.86 0.87 23.57
H 10.37 0.48 25.14
H 9.58 1.73 26.11
H 11.36 1.69 25.88
O 5.43 -4.83 28.13
C 6.55 -4.41 27.90
N 7.20 -4.56 26.69
C 7.39 -3.73 28.96
H 7.70 -3.75 26.36
H 6.62 -5.08 26.04
H 6.82 -3.34 29.80
H 7.97 -2.90 28.54
H 8.15 -4.41 29.34
O 4.61 -4.49 24.24
C 5.14 -3.41 24.48
N 6.27 -3.00 23.84
C 4.53 -2.47 25.48
H 6.69 -3.54 23.11
H 6.74 -2.24 24.31
H 3.62 -2.09 25.01
H 5.16 -1.61 25.73
H 4.19 -3.01 26.36
O 10.11 -4.54 22.75
C 9.38 -4.31 21.77
N 8.90 -3.10 21.50
C 8.98 -5.44 20.87
H 9.02 -2.35 22.18
H 8.42 -2.93 20.63
H 8.67 -6.28 21.49
H 9.83 -5.74 20.25
H 8.15 -5.17 20.22
```

# 4
C19H44LuNO2P2S | wB97M-V/def2-TZVPD

Values from the calculation:
- Largest force on an atom: 5.6 eV/Å
- Total charge: +2
- Gap between HOMO and LUMO: 8.75 eV

```
70
C19H44LuNO2P2S, DFT wB97M-V/def2-TZVPD
Lu -1.28 -0.07 0.35
P 0.00 -2.44 -0.31
P -0.09 2.47 -0.05
N -0.11 0.12 -2.35
C 0.02 -2.40 -2.18
H 0.67 -3.22 -2.51
H -1.00 -2.66 -2.54
C 0.56 -1.13 -2.90
H 1.66 -0.97 -2.79
H 0.24 -1.24 -3.98
C 0.60 1.41 -2.72
H 0.40 1.65 -3.79
H 1.68 1.25 -2.58
C 0.03 2.59 -1.92
H -0.99 2.84 -2.26
H 0.64 3.48 -2.14
C 1.42 3.40 0.48
C 1.80 3.10 1.94
H 2.73 3.64 2.16
H 1.99 2.03 2.11
H 1.04 3.45 2.65
C -1.62 3.47 0.35
C -1.81 3.63 1.87
H -2.75 4.18 2.04
H -1.00 4.22 2.33
H -1.91 2.67 2.38
C -1.56 -3.37 0.09
C -1.67 -3.64 1.60
H -2.65 -4.11 1.79
H -1.65 -2.71 2.19
H -0.90 -4.34 1.95
C 1.51 -3.44 0.09
C 1.93 -3.24 1.55
H 2.84 -3.83 1.71
H 1.17 -3.60 2.26
H 2.16 -2.19 1.77
C 1.12 0.00 0.01
O 2.28 -0.06 -0.19
C -1.76 4.80 -0.38
H -1.07 5.56 0.01
H -1.64 4.72 -1.46
H -2.78 5.18 -0.19
C -1.79 -4.64 -0.72
H -2.80 -5.00 -0.51
H -1.71 -4.49 -1.81
H -1.10 -5.45 -0.42
C 1.41 -4.93 -0.27
H 2.42 -5.35 -0.14
H 0.75 -5.48 0.42
H 1.11 -5.11 -1.31
C 1.39 4.91 0.23
H 0.72 5.44 0.94
H 2.40 5.29 0.42
H 1.13 5.18 -0.80
H 2.20 2.96 -0.17
H 2.28 -2.98 -0.56
H -2.43 2.80 -0.01
H -2.36 -2.64 -0.17
H -0.88 0.21 -3.03
H -2.90 -0.24 1.29
C -0.62 1.09 4.64
S 0.33 0.14 3.46
C 0.43 -1.42 4.31
O -0.74 -0.13 2.34
H 0.05 1.10 5.51
H -1.58 0.60 4.85
H -0.80 2.10 4.26
H 0.01 -1.24 5.31
H -0.11 -2.23 3.81
H 1.50 -1.63 4.35
```